(1)
This record from OMol25 describes an isolated molecule of C3H6N4O. The level of theory is the ωB97M-V functional and the def2-TZVPD basis.

XYZ file:
```
14
Properties=species:S:1:pos:R:3
O 1.28917 1.27134 -0.01637
N 1.80118 -0.75782 -0.98962
N -1.16424 -0.39827 -0.27310
N 1.48520 -0.82187 1.30943
N -1.15342 1.02678 0.04571
C -0.01117 1.67833 0.01706
C -2.42341 -0.77359 0.06085
C 1.42230 -0.20576 0.18531
H -3.35097 -0.01660 0.43866
H 1.51383 -0.00939 -1.73255
H 1.60694 0.02255 2.07128
H -0.13102 2.88097 -0.04880
H -2.60318 -2.02191 0.14799
H 1.71878 -1.87478 -1.21585
```

Computed properties:
Spin multiplicity   1
Largest force on an atom   5.59 eV/Å
Net charge   0

=====

(2)
This record from OMol25 describes a cluster of 6 separate species, C45H84INO19P in total. The level of theory is the ωB97M-V functional and the def2-TZVPD basis.

XYZ file:
```
151
Properties=species:S:1:pos:R:3
I -4.27326 3.42299 -1.70398
P 0.21905 6.75441 0.32193
O -0.12858 -4.30150 1.90864
O 7.76562 -1.37409 1.14019
O 7.26961 -8.76058 1.00849
O 7.59353 -10.26524 3.70387
O 3.22835 5.09129 -3.96274
O 0.83952 -2.59750 -0.49466
O 1.10145 6.55110 -1.05694
O 8.14667 1.62878 1.83329
O -11.75640 1.38166 1.79970
O 3.25899 4.08921 -7.27553
O 0.85580 3.66188 -5.36313
O -13.31980 -1.15088 0.93028
O 10.75370 -0.56701 1.31810
O -1.71880 2.92853 -0.04073
O 3.16337 -3.57750 1.30254
O -14.80987 1.65548 2.24840
O 0.30973 8.38564 0.54285
O 4.60329 -8.92625 2.58288
O -0.11248 4.19047 -0.97809
N -3.63103 7.53768 -0.66378
C 1.16469 4.71361 -6.27197
C -3.47091 5.25538 -1.04640
C 4.84553 -9.08901 1.19533
C 7.22068 0.68961 2.35269
C -0.57181 -4.30662 0.56216
C -12.09044 -1.04556 1.62662
C -5.67258 6.57118 -1.52431
C 8.45278 -9.32321 3.08411
C -1.56845 6.50657 -0.23719
C 11.96353 -1.12712 1.77881
C 1.50524 -1.98675 0.60434
C -1.24800 4.06335 -0.57204
C -0.87882 1.25071 -1.56991
C 8.68417 -0.93618 0.14499
C 7.83289 -0.69499 2.38791
C 4.48319 -4.05543 1.14461
C -2.36421 7.60966 -0.26257
C -15.68361 2.21624 3.20397
C -2.13282 5.28768 -0.62410
C -8.36396 3.94837 -1.26329
C 7.64699 -8.30718 2.30256
C 0.57663 -3.99139 -0.37238
C 6.20853 -9.70659 0.96454
C -13.26335 -2.11612 -0.09646
C -4.23459 6.41002 -1.06554
C 2.37834 4.06376 -3.48172
C -8.60315 3.87623 0.10003
C -6.91631 5.55256 0.46613
C -7.41020 4.81524 -1.72798
C 2.97914 -2.32409 0.67334
C -12.08586 0.18812 2.50414
C 1.95156 3.15113 -4.61097
C 3.40593 6.10788 -3.00014
C -12.78718 1.91422 0.97266
C -0.97741 1.77835 -0.36299
C -1.20577 -4.31295 2.81796
C -6.67317 5.62542 -0.88775
C 10.10114 -1.41184 0.38531
C -7.86962 4.68191 0.93190
C 7.53387 2.86022 1.53072
C 3.90875 3.39435 -8.31855
C -13.88153 2.60542 1.75840
C 8.30450 -11.37391 4.20753
C 3.48343 -8.10670 2.82618
C 1.87251 4.23814 -7.52267
H -12.52732 -1.82933 -0.85670
H 1.74382 4.98400 -8.31919
H -6.36059 6.18011 1.15976
H 6.95875 0.99718 3.37471
H 9.14887 -9.83740 2.41002
H 2.58266 -8.52926 2.36616
H -11.97617 -1.93844 2.25647
H 9.05352 -11.05666 4.94204
H 5.20533 -3.34704 1.56510
H -1.81100 -3.40468 2.71204
H -1.96108 8.57690 0.02464
H -14.24444 -2.16562 -0.56459
H -12.29416 2.66563 0.35015
H 12.65078 -1.31328 0.94592
H -13.19036 1.15255 0.30303
H -16.38567 1.44363 3.51054
H 3.40069 -2.34568 -0.33934
H -14.41938 3.30066 1.09868
H -1.37143 -3.56738 0.42681
H -13.43941 3.16366 2.59328
H -1.83526 -5.19729 2.66834
H -0.79440 -4.34036 3.82518
H 2.79138 2.89489 -5.25877
H 4.70336 -4.22969 0.08555
H 8.33301 -1.38980 -0.78451
H 8.79221 -11.92272 3.39381
H 4.09053 6.84793 -3.41166
H 1.48984 4.50061 -3.01012
H -9.37140 3.19371 0.45017
H 4.07134 -9.75529 0.78978
H 6.31458 0.67525 1.73315
H -8.07956 4.60430 1.99529
H 6.78113 2.73454 0.74299
H 4.79145 -8.11760 0.68789
H 11.77558 -2.06114 2.32045
H 3.78437 3.91785 -9.27285
H 0.74540 8.77906 -0.23124
H -4.16335 8.40240 -0.68525
H 1.44377 3.28199 -7.84730
H -13.01355 -3.10340 0.30772
H 9.02109 -8.80866 3.87146
H 1.72093 5.51253 -5.77739
H 7.59189 -12.03620 4.69542
H 4.96908 3.34582 -8.07951
H 3.65398 -7.09391 2.44326
H -16.24427 3.05463 2.77570
H 0.19732 5.12437 -6.57115
H 7.24094 -1.30429 3.07508
H -7.24848 4.88871 -2.80173
H 10.08526 -2.44303 0.75848
H -5.69855 6.51725 -2.61840
H -1.59104 1.40937 -2.37515
H 6.39125 -10.53884 1.64662
H -11.25767 -0.99472 0.91382
H -13.02598 0.29744 3.04670
H -0.96014 -5.30859 0.33368
H -15.12698 2.55361 4.08571
H 8.28645 -7.43963 2.12410
H 6.22583 -10.10590 -0.05193
H 3.33257 -8.04729 3.90251
H 2.45689 6.59491 -2.78582
H 1.39913 -0.91318 0.42325
H 6.77973 -7.96293 2.86940
H 3.52139 2.37278 -8.40229
H 0.49653 6.29388 -1.76725
H 3.83483 5.70085 -2.07769
H 8.30434 3.53914 1.17009
H 1.58407 2.22228 -4.16795
H -0.49683 1.27995 0.47418
H 12.42351 -0.41607 2.46239
H 0.99781 -2.20976 1.54545
H -11.29264 0.06770 3.24524
H 10.66108 -1.37525 -0.55936
H 1.47885 -4.54034 -0.09775
H 7.06818 3.29478 2.42315
H 3.50093 -1.56187 1.26957
H 2.93647 3.48234 -2.73487
H 8.64132 0.14687 0.01673
H 0.28953 -4.31486 -1.37514
H 0.00872 0.66160 -1.78187
H -5.98261 7.59525 -1.26595
H 4.56583 -5.00143 1.67629
H -8.91789 3.36995 -1.99550
H 8.85476 -0.67231 2.77054
```

Computed properties:
Spin multiplicity   1
Largest force on an atom   1.79 eV/Å
Net charge   +1

=====

(3)
This record from OMol25 describes a structure of composition H4Na2O14S3. The level of theory is the ωB97M-V functional and the def2-TZVPD basis.

XYZ file:
```
23
Properties=species:S:1:pos:R:3
S -0.04451 0.88304 -2.78728
S -0.05430 -3.22343 0.88510
S 2.51792 1.60350 0.87738
Na 2.30731 -1.28250 -0.51443
Na -0.29742 -0.30456 0.09695
O -0.50905 0.02050 -3.86985
O 0.87643 -4.26392 1.32169
O 1.74898 0.31728 1.00278
O 2.98659 1.74539 -0.50402
O -1.38691 -3.84823 0.86332
O 0.67093 2.04386 -3.36961
O -0.05597 -2.04600 1.78040
O -1.54446 0.20972 2.24447
O 3.68564 1.56270 1.79496
O 1.62312 2.70180 1.28203
O -3.16603 1.46363 -0.25818
O -1.18918 1.44516 -1.99908
O 0.83108 0.05377 -1.90242
O 0.38144 -2.74641 -0.44714
H -3.60714 0.69948 -0.63600
H -2.30724 1.52561 -0.77910
H -2.27211 0.76011 1.91031
H -1.19511 0.67948 3.00773
```

Computed properties:
Spin multiplicity   1
Largest force on an atom   2.06 eV/Å
Net charge   -4

=====

(4)
This record from OMol25 describes an isolated molecule of C3H8O2. The level of theory is the ωB97M-V functional and the def2-TZVPD basis.

XYZ file:
```
13
Properties=species:S:1:pos:R:3
O -0.70339 1.40920 -1.49779
O 1.65201 -1.64797 0.08014
C -1.07852 0.89351 -0.22713
C -0.50688 -0.41702 0.27124
C 1.03543 -0.36985 0.31691
H -0.89002 1.71200 0.48544
H 1.37061 -0.11594 1.32085
H 0.11539 1.91620 -1.40345
H -0.80920 -1.22698 -0.38399
H 1.27962 -2.41098 0.56739
H 1.49736 0.26537 -0.43636
H -2.15034 0.66901 -0.37470
H -0.81205 -0.67656 1.28147
```

Computed properties:
Spin multiplicity   1
Largest force on an atom   2.12 eV/Å
Net charge   0

=====

| no. | gap between HOMO and LUMO (eV) | molecular weight (g/mol) | energy (Ha) |
| --- | --- | --- | --- |
| 1 | 9.90 | 114.11 | -412.011914 |
| 2 | 5.43 | 1101.03 | -3887.858802 |
| 3 | 2.60 | 370.20 | -2574.853443 |
| 4 | 10.99 | 76.09 | -269.546343 |